51
Properties=species:S:1:pos:R:3:forces:R:3 method="wB97M-V/def2-TZVPD" lumo_ev=-8.6271 homo_ev=-14.7 total_charge=+2 homo_lumo_gap_ha=0.2218
Re 0.53231 -2.38046 1.04283 1.20 0.21 3.25
S 2.18733 -2.77445 4.84302 -0.30 0.64 -0.34
C 2.27758 -2.80387 3.33170 1.08 -1.97 -0.68
S 2.67658 -3.34066 1.79795 -1.04 1.32 1.42
S -1.41370 -3.05269 1.22637 -0.59 -0.58 -0.62
C 1.64954 2.37457 4.65047 0.21 1.20 0.37
C 1.04327 1.15803 4.83794 -0.08 -1.41 2.11
C 0.33771 0.53077 3.84256 0.27 0.09 -0.41
C 0.18608 1.14499 2.58872 -0.41 -0.45 0.43
C 0.68482 2.41203 2.41316 1.30 1.41 0.26
C 1.46725 3.02463 3.45608 -0.42 -0.08 -2.73
Sb -0.57664 0.07230 0.95002 0.38 0.62 -0.60
C -2.64165 0.23388 0.72529 -1.84 0.02 -1.30
C -3.37426 1.07754 1.57136 -0.07 -1.40 -1.08
C -4.74472 1.23518 1.34692 1.04 0.96 1.41
C -5.41286 0.63348 0.34984 -0.56 -1.52 -1.24
C -4.74609 -0.27689 -0.44571 0.83 -0.91 -2.32
C -3.36241 -0.40449 -0.37359 0.69 0.65 2.36
C 0.38363 0.92890 -0.74443 0.44 -0.42 2.51
C 1.74980 1.15963 -0.63429 0.33 0.26 -1.14
C 2.45415 1.52710 -1.80314 -1.08 -0.01 1.22
C 1.72579 1.67038 -2.99680 0.45 -0.06 0.46
C 0.37055 1.36081 -3.05482 0.27 1.02 -1.15
C -0.29852 1.03872 -1.89704 -1.92 -0.69 -1.58
H 2.18591 2.84526 5.47202 0.11 -0.15 -0.28
H 1.13598 0.63990 5.84728 -0.12 0.76 -1.45
H -0.03749 -0.44253 4.07229 -0.46 -0.56 -0.16
H 0.60886 2.98953 1.46742 -0.08 -0.68 0.65
H 1.98829 3.92248 3.06868 -0.40 -0.32 1.17
H -2.94143 1.50835 2.43588 0.44 0.56 0.64
H -5.25350 1.83766 2.05257 -0.58 0.67 0.45
H -6.45627 0.71193 0.12403 -0.49 0.49 0.50
H -5.27664 -0.85377 -1.26859 0.63 0.90 1.22
H -2.80988 -1.03852 -1.03093 0.08 -0.44 -0.47
H 2.24463 1.11195 0.33224 0.11 -0.09 -0.16
H 3.50456 1.74450 -1.64269 -0.03 0.13 -0.66
H 2.20232 2.08099 -3.86937 0.24 -0.16 -0.25
H -0.17552 1.51009 -4.01009 0.42 -0.25 0.81
H -1.37575 0.80890 -1.96711 0.57 0.24 0.19
C 1.20619 -2.23518 -0.53975 -1.44 0.17 -1.38
C 1.28709 -2.14934 -1.91512 0.50 -1.40 -0.26
C 0.22125 -2.66431 -2.70092 1.49 1.15 1.15
C 0.38991 -2.60077 -4.03405 0.05 -0.20 -0.60
C 1.60040 -2.08911 -4.49264 -0.53 0.46 -2.11
C 2.68164 -1.66340 -3.72865 0.43 -0.21 -2.09
C 2.56320 -1.78889 -2.41149 -2.02 0.09 2.44
H -0.65533 -3.02321 -2.25040 -1.06 -0.42 0.64
H -0.42488 -2.94378 -4.67177 0.53 0.20 -0.23
H 1.59782 -1.95598 -5.57206 0.60 -0.05 0.06
H 3.59219 -1.27552 -4.16458 -0.11 -0.10 -0.28
H 3.24095 -1.53669 -1.62661 0.93 0.29 -0.16

58
Properties=species:S:1:pos:R:3:forces:R:3 method="wB97M-V/def2-TZVPD" s2=3.793 de_lowest_kcal_mol=0.0 lumo_ev="-10.4067 / -11.4187" homo_ev="-17.7 / -17.6" spin_multiplicity=4 total_charge=+3 homo_lumo_gap_ha="0.2681 / 0.2288"
Tc 1.76009 -0.38962 0.11485 0.08 0.06 0.07
Br 4.25506 -1.76144 0.46376 0.03 -0.03 0.00
C 5.10599 -0.14135 -0.16094 0.00 -0.09 0.08
Br 3.73761 1.04658 -0.88933 -0.04 0.10 -0.06
H 5.79188 -0.39310 -0.96128 0.01 0.03 -0.01
H 5.56635 0.36525 0.67844 0.00 0.00 -0.01
O 3.30997 0.66441 2.37420 0.09 0.03 0.06
N 1.95342 0.59417 2.01691 -0.10 -0.09 -0.19
C 1.17949 1.27022 2.78764 -0.08 0.04 0.08
C -0.24869 1.45925 2.64621 0.01 -0.01 0.00
C -0.88184 1.93037 3.79696 0.01 0.02 0.02
C -2.25414 2.14759 3.82534 -0.01 0.01 0.01
C -2.99860 1.92518 2.68423 0.00 0.01 0.00
C -2.37940 1.47635 1.51514 0.00 -0.01 -0.03
C -1.01433 1.22996 1.47711 0.05 0.05 -0.02
P -0.32174 0.78360 -0.12722 -0.10 -0.11 0.06
C 0.43638 2.19265 -0.91700 0.02 -0.04 -0.01
C 0.56934 3.40897 -0.23564 0.01 0.02 0.00
C 1.19040 4.47597 -0.86189 -0.01 -0.01 0.02
C 1.68511 4.33535 -2.15484 0.01 0.00 -0.01
C 1.56271 3.12652 -2.83490 0.00 0.00 0.00
C 0.94713 2.04937 -2.22158 0.00 0.05 0.00
C -1.60286 0.00853 -1.09127 0.02 -0.04 0.06
C -1.97444 0.50618 -2.34034 0.00 -0.01 -0.01
C -2.96836 -0.14127 -3.06103 0.02 0.03 -0.01
C -3.58542 -1.26891 -2.54110 -0.01 -0.02 0.02
C -3.23048 -1.75174 -1.28378 -0.02 0.00 -0.01
C -2.24218 -1.11874 -0.55523 -0.01 0.06 -0.05
H 3.43884 0.07305 3.13494 0.02 0.00 -0.01
H 1.64950 1.73307 3.65435 0.01 -0.01 -0.01
H -0.29351 2.12649 4.68518 0.00 0.00 0.00
H -2.72740 2.50338 4.73040 0.01 0.00 0.00
H -4.06407 2.11357 2.68170 0.00 -0.01 0.00
H -2.98208 1.33635 0.62806 0.00 -0.01 -0.01
H 0.16248 3.53226 0.76036 0.00 0.01 -0.02
H 1.27613 5.42457 -0.34942 0.00 0.00 0.00
H 2.16087 5.17714 -2.64081 0.00 0.00 0.00
H 1.93560 3.03126 -3.84602 0.00 0.00 0.00
H 0.83299 1.11665 -2.76227 0.01 0.01 0.00
H -1.51602 1.39815 -2.74463 -0.02 0.00 -0.01
H -3.26545 0.24468 -4.02662 0.00 0.00 0.00
H -4.36097 -1.76690 -3.10759 0.00 0.00 0.00
H -3.74048 -2.61308 -0.87314 0.00 0.00 0.00
H -1.99863 -1.47081 0.44019 0.01 -0.04 0.04
F -0.72566 -5.70450 -2.02504 -0.01 -0.02 0.01
C -0.15458 -4.51460 -2.08765 0.04 -0.02 0.03
F -0.90664 -3.70823 -2.84858 -0.02 0.02 -0.02
F 1.04365 -4.62767 -2.66543 0.01 0.00 0.00
C -0.00580 -3.90496 -0.70393 -0.02 -0.03 -0.04
C -0.45616 -4.53592 0.44469 0.00 -0.03 -0.06
C -0.31702 -3.91803 1.68792 0.01 0.05 0.04
C 0.26779 -2.67461 1.75892 -0.02 0.02 0.05
N 0.70517 -2.07289 0.63691 0.00 0.02 0.13
C 0.58581 -2.66204 -0.56384 -0.06 -0.02 -0.14
S 1.29422 -1.61178 -1.79017 0.04 0.00 -0.03
H -0.91786 -5.51304 0.36986 0.00 0.00 -0.01
H -0.66426 -4.40396 2.58877 0.00 0.01 0.01
H 0.39514 -2.13789 2.68945 0.00 -0.01 0.00

53
Properties=species:S:1:pos:R:3:forces:R:3 method="wB97M-V/def2-TZVPD" lumo_ev="-0.4732 / -0.6499" homo_ev="-7.3 / -5.3" homo_lumo_gap_ha="0.2502 / 0.1703"
Sr -0.75079 0.28171 1.06661 -6.27 3.99 -2.06
Se 0.23656 -1.68763 -0.69608 0.40 -0.75 -1.25
P 0.81363 -1.66342 1.34549 2.64 -2.20 0.59
Se -0.88969 -2.08633 2.57104 -0.67 -0.90 1.04
C 1.33612 -0.00793 1.72171 2.56 -1.02 0.80
C 1.81243 0.83500 0.66886 0.86 0.30 0.13
C 2.00713 2.17630 0.89567 -0.22 -0.10 0.07
C 1.71514 2.75667 2.15428 -0.04 0.23 0.00
C 1.16303 1.95366 3.16109 -0.11 -0.06 -0.28
C 0.92486 0.60913 2.95052 0.87 0.32 0.82
C 2.15004 -2.81665 1.77349 -0.12 -0.12 -0.03
C 2.97226 -2.53064 2.85998 -0.02 -0.01 -0.10
C 3.92268 -3.45589 3.26061 0.01 0.01 -0.01
C 4.05019 -4.66072 2.58133 0.05 0.00 0.04
C 3.23644 -4.94062 1.49390 -0.03 0.02 -0.02
C 2.28262 -4.01854 1.08845 -0.01 0.06 -0.03
H 2.06623 0.38753 -0.28152 0.03 0.09 -0.05
H 2.40978 2.79420 0.10176 0.00 0.00 -0.02
H 1.92067 3.80233 2.33679 -0.02 0.00 -0.02
H 0.91553 2.39097 4.12111 -0.03 0.00 0.00
H 0.49399 -0.00722 3.72707 0.11 0.05 0.11
H 2.86836 -1.58475 3.37669 0.01 0.00 0.03
H 4.56828 -3.23679 4.10120 -0.01 0.00 0.01
H 4.79168 -5.38159 2.90159 0.00 0.00 -0.01
H 3.34352 -5.87695 0.96184 0.00 0.00 -0.01
H 1.64139 -4.21361 0.23707 0.01 -0.04 0.01
F -3.30959 -5.74167 -2.62476 0.01 0.01 0.01
C -3.25536 -4.42278 -2.36107 0.01 0.04 0.01
C -3.72721 -3.96662 -1.14013 0.00 -0.06 0.02
C -3.67862 -2.61759 -0.87674 0.03 0.13 -0.05
C -3.15854 -1.70146 -1.82482 -0.03 -0.12 0.02
C -3.09801 -0.32913 -1.55982 0.13 0.24 0.13
C -2.67181 -2.22436 -3.04829 0.01 0.07 0.06
C -2.72197 -3.57307 -3.31736 0.01 -0.03 -0.03
H -4.10862 -4.67742 -0.42004 0.00 0.02 0.01
H -4.01632 -2.23745 0.07936 -0.03 -0.05 0.01
H -3.50630 0.08235 -0.64285 -0.11 -0.07 -0.01
H -2.64316 0.35820 -2.26011 -0.02 -0.02 -0.03
H -2.23976 -1.53966 -3.76724 -0.01 -0.03 -0.03
H -2.35098 -3.98515 -4.24582 0.00 0.01 0.00
N -0.12570 1.65888 -2.70079 -0.07 -0.03 0.08
C -0.26053 2.75577 -2.38244 0.03 0.04 -0.02
C -0.43707 4.13292 -2.00403 0.00 0.01 0.01
C -0.59204 4.46671 -0.66052 -0.04 -0.05 -0.08
C -0.78085 5.78916 -0.29951 0.02 -0.02 0.05
C -0.80880 6.77683 -1.27431 0.00 -0.01 -0.02
C -0.64459 6.44349 -2.61211 0.00 0.01 0.02
C -0.45889 5.12237 -2.98346 0.01 0.04 -0.03
H -0.55821 3.68483 0.08538 0.06 0.03 0.09
H -0.89875 6.04597 0.74464 -0.01 0.02 -0.01
H -0.96027 7.81012 -0.99194 0.01 0.00 0.01
H -0.65987 7.21625 -3.36861 -0.01 -0.01 -0.01
H -0.33028 4.85430 -4.02313 0.00 -0.02 0.00

59
Properties=species:S:1:pos:R:3:forces:R:3 method="wB97M-V/def2-TZVPD" s2=2.024 lumo_ev="-2.8287 / -3.6871" homo_ev="-10.6 / -10.7" spin_multiplicity=3 total_charge=+1 homo_lumo_gap_ha="0.2842 / 0.2577"
Mo -0.43832 -0.20298 0.97261 -0.68 -1.95 -0.54
O -1.29886 0.80369 2.30318 -0.40 1.09 0.80
C -1.07955 0.99378 3.61402 0.01 -0.22 -0.45
C -2.12721 1.39291 4.43113 -0.10 0.03 0.11
C -1.89585 1.59636 5.77686 -0.01 0.01 0.05
C -0.62238 1.42308 6.32785 -0.04 0.00 -0.01
C 0.41669 1.04360 5.51231 0.05 0.01 0.06
C 0.20450 0.81540 4.14306 0.19 -0.07 0.03
C 1.32514 0.48332 3.31127 0.06 0.11 0.31
N 1.26996 0.17211 2.05933 0.60 0.05 -0.08
N 2.52510 0.02482 1.43925 -0.28 0.01 0.03
C 2.33665 -0.38804 0.22202 -0.07 0.19 0.08
O 1.13324 -0.56103 -0.25498 0.42 0.19 -0.18
C 3.48759 -0.57559 -0.68062 -0.06 -0.12 0.00
C 3.27657 -0.55588 -2.05538 0.02 -0.04 -0.09
C 4.34992 -0.69600 -2.92202 0.01 -0.01 0.04
C 5.63023 -0.87034 -2.41370 -0.03 0.00 0.01
C 5.83890 -0.90360 -1.03981 -0.01 0.00 0.01
C 4.77099 -0.75484 -0.17033 0.02 0.05 -0.01
H -3.10869 1.52337 3.99622 0.01 0.00 0.01
H -2.71828 1.89614 6.41410 0.02 -0.01 -0.01
H -0.45721 1.58871 7.38331 -0.01 0.00 -0.02
H 1.41360 0.91164 5.91704 -0.03 0.01 -0.01
H 2.32427 0.51457 3.73707 -0.03 0.05 0.05
H 2.27025 -0.43815 -2.43668 0.02 0.00 0.01
H 4.18884 -0.67705 -3.99193 0.00 0.00 0.01
H 6.46712 -0.98743 -3.08956 0.00 0.00 0.01
H 6.83642 -1.04998 -0.64681 -0.01 0.00 -0.01
H 4.91684 -0.77942 0.90142 0.01 0.00 -0.03
S -0.88980 -2.24257 2.41384 0.07 0.18 -0.13
C -1.35463 -2.77723 0.85129 -0.02 -0.18 0.08
N -1.04315 -1.96799 -0.12571 0.09 0.19 -0.18
C -1.42797 -2.43016 -1.37581 0.03 0.13 0.11
C -1.20840 -1.80571 -2.59774 0.01 0.04 -0.02
C -1.66663 -2.42962 -3.74351 0.00 0.00 0.01
C -2.33371 -3.65692 -3.67696 0.01 0.02 0.03
C -2.54958 -4.28327 -2.46218 0.00 -0.02 0.01
C -2.08735 -3.65707 -1.31060 -0.03 -0.08 0.04
S -2.19165 -4.19810 0.35132 -0.02 -0.10 -0.03
H -0.66550 -0.86828 -2.63483 -0.01 -0.01 -0.01
H -1.49719 -1.96902 -4.70819 -0.01 -0.01 0.01
H -2.67901 -4.12810 -4.58741 0.00 0.01 0.02
H -3.06176 -5.23534 -2.41072 0.02 0.02 -0.01
C -4.05987 1.59237 -2.01228 0.12 0.06 0.02
N -2.68770 1.96734 -1.64142 -0.07 -0.16 0.11
C -2.03318 3.02797 -2.18201 -0.18 0.04 -0.10
C -0.76539 3.34613 -1.85153 0.16 0.00 0.06
C -0.09773 2.50400 -0.91130 0.02 0.02 -0.12
N -0.75003 1.47188 -0.38777 -0.09 0.21 -0.14
C -2.04268 1.19137 -0.70936 -0.01 0.22 -0.09
O -2.57292 0.22679 -0.15221 0.16 0.06 0.10
N 1.16224 2.71252 -0.54747 0.07 0.04 0.03
H -4.41686 2.29645 -2.75724 -0.01 0.01 -0.01
H -4.70053 1.62043 -1.13529 0.01 0.02 0.03
H -4.06432 0.58395 -2.41852 0.02 -0.02 -0.01
H -2.59718 3.60768 -2.90047 0.01 -0.01 0.01
H -0.27215 4.19728 -2.29464 -0.01 -0.02 0.01
H 1.69029 3.47550 -0.93441 -0.01 -0.03 0.01
H 1.62790 2.08452 0.09291 0.01 0.01 -0.02